ORCA calculation (ωB97M-V/def2-TZVPD) on 5 unconnected molecules or ions with the total composition C22H51IN2O12P at a distorted geometry.

Output
LUMO in eV: -3.434
Total energy in hartree: -2519.9084
Net charge: +1
HOMO energy in eV: -10.97

Cartesian coordinates (Å):
H: -2.090 1.861 1.579
H: -3.206 -1.003 7.412
H: -3.042 3.649 -3.251
C: 0.285 1.519 -6.454
H: -0.635 0.929 -6.410
O: -1.654 -1.253 -2.543
H: -4.937 -0.562 7.329
H: 0.465 1.210 -8.562
C: 4.285 0.247 1.010
H: -1.378 1.347 3.138
H: -0.591 -1.964 -0.789
H: 3.705 0.466 -8.114
H: -0.462 3.472 2.402
O: 2.237 1.898 -7.847
H: -0.600 -2.506 7.271
C: -3.740 3.268 -2.452
C: 1.085 1.084 -7.670
H: 5.632 -0.030 -1.857
H: 0.490 0.332 5.242
H: 0.947 0.199 3.535
O: -4.444 -2.339 6.392
H: 0.863 3.408 1.230
H: -1.495 0.197 1.793
C: 1.586 2.444 -4.707
C: 1.412 2.710 3.175
C: -4.228 -1.390 7.427
I: -6.528 1.395 -1.262
O: 6.435 -2.162 0.609
H: -4.817 3.389 -2.755
C: -1.260 -2.992 6.552
O: 4.344 -0.288 -0.303
C: 5.677 -0.340 -0.809
N: -2.337 0.985 -2.662
H: -2.737 -3.580 4.741
H: 3.280 0.075 1.400
C: -3.500 1.723 -2.357
H: 5.524 -3.159 2.138
H: 2.173 0.630 4.767
O: -6.212 -1.997 -1.821
O: -4.567 -1.904 0.285
C: -1.318 1.244 2.052
H: 1.362 0.027 -7.599
H: 0.007 2.575 -6.529
C: -0.708 -1.046 -1.416
H: 4.421 -2.655 0.845
C: 0.684 -0.584 -2.024
C: -2.678 -2.488 4.730
H: 4.466 1.327 0.981
H: 0.590 -0.521 -3.142
C: 1.128 0.748 4.462
H: 2.268 2.149 -3.909
O: -3.882 -3.117 -1.884
H: -4.769 -2.177 4.394
H: 0.969 0.438 -1.666
H: 5.597 -2.454 -1.275
H: 1.780 3.697 3.467
H: 1.464 -1.351 -1.757
C: 0.391 2.877 2.063
H: -3.953 -0.776 5.109
C: 6.240 -1.749 -0.739
C: 5.419 -3.046 1.059
P: -4.612 -1.938 -1.390
H: -0.714 -3.815 6.079
H: -2.431 -2.172 3.711
H: -3.819 -1.309 0.497
H: 2.151 2.996 -5.461
C: -4.560 0.878 -1.872
H: 2.267 2.117 2.835
C: 3.430 1.259 -7.414
H: 0.807 3.088 -4.281
C: -2.624 -0.331 -2.372
O: 0.818 2.129 4.329
H: 6.322 0.365 -0.275
H: -4.399 -1.887 8.381
O: 1.000 1.266 -5.244
H: -3.548 3.763 -1.462
H: -6.648 -2.361 -1.018
H: 7.223 -1.758 -1.220
H: -1.041 -0.223 -0.730
O: -1.627 -2.029 5.572
H: -2.130 -3.381 7.085
H: 4.225 2.004 -7.396
H: -1.448 1.351 -3.006
H: 5.004 -0.232 1.678
H: 5.541 -4.026 0.588
H: 3.322 0.842 -6.409
O: -0.037 1.611 1.560
C: -4.011 -1.870 5.122
N: -3.900 -0.422 -1.907

Atomic partial charges in e from the Mulliken method, atoms 1 to 2: H 0.325; H 0.259